Model i:
2 unconnected molecules or ions with the total composition H4NOPS2, computed with ωB97M-V/def2-TZVPD.

Computed properties:
LUMO energy: -0.43 eV
Multiplicity: 1
Net charge: 0
Gap between HOMO and LUMO: 8.9 eV

Last column: Löwdin charge in e.
Cartesian coordinates (Å):
N -1.925 -1.140 1.331  -0.20
O 1.252 0.843 -2.083  -0.09
P -2.167 0.197 0.422  -0.21
S -1.483 1.880 1.178  0.15
S -3.192 -0.124 -1.163  0.18
H -2.706 -1.854 1.352  0.09
H -1.648 -0.947 2.219  -0.01
H 0.793 0.688 -2.978  0.09
H 1.697 1.661 -2.028  0.00

Model ii:
2 unconnected molecules or ions with the total composition H4NOPS2, computed with ωB97M-V/def2-TZVPD.

Computed properties:
LUMO energy: -0.48 eV
Multiplicity: 1
Net charge: 0
Gap between HOMO and LUMO: 8.9 eV

Last column: Löwdin charge in e.
Cartesian coordinates (Å):
N 0.098 -0.065 1.465  -0.25
O -1.436 0.154 -1.261  -0.07
P 1.052 -0.290 0.146  -0.18
S 1.500 1.528 -0.446  0.17
S 1.528 -2.155 -0.199  0.18
H -0.068 -0.732 2.192  0.04
H -0.368 0.942 1.477  0.11
H -1.430 1.016 -1.661  0.04
H -0.877 -0.398 -1.713  -0.04

model i comes first in stability; the runner-up is 2.0 kcal/mol higher.

Model i:
A single CHBr2O2P molecule, computed with ωB97M-V/def2-TZVPD.

Computed properties:
LUMO energy: -0.42 eV
Multiplicity: 1
Net charge: 0
Gap between HOMO and LUMO: 9.8 eV

Last column: Löwdin charge in e.
Cartesian coordinates (Å):
O -2.222 -0.583 0.898  0.11
C -1.103 -0.427 0.537  -0.43
O -0.741 0.089 -0.669  -0.45
P 0.741 0.602 -1.263  0.21
Br 1.459 2.187 0.239  0.16
Br 1.960 -1.157 -0.856  0.27
H -0.094 -0.711 1.113  0.13

Model ii:
A molecular structure, CHBr2O2P, computed with ωB97M-V/def2-TZVPD.

Computed properties:
LUMO energy: -0.09 eV
Multiplicity: 1
Net charge: 0
Gap between HOMO and LUMO: 10.3 eV

Last column: Löwdin charge in e.
Cartesian coordinates (Å):
C -0.090 -1.170 -0.983  -0.42
O 0.572 -2.039 -1.465  0.09
O 0.530 0.004 -0.498  -0.42
P -0.506 0.791 0.827  0.12
Br 0.622 0.605 2.634  0.26
Br 0.091 2.856 0.421  0.24
H -1.219 -1.046 -0.936  0.12

model i comes first in stability; the runner-up is 9.9 kcal/mol higher.

Model i:
2 unconnected molecules or ions with the total composition C5H9F2N, computed with ωB97M-V/def2-TZVPD.

Computed properties:
LUMO energy: 0.84 eV
Multiplicity: 1
Net charge: 0
Gap between HOMO and LUMO: 10.5 eV

Last column: Löwdin charge in e.
Cartesian coordinates (Å):
F 2.091 1.441 -0.860  0.05
C 2.122 0.630 0.242  -0.33
F 3.406 0.936 0.665  0.01
C 1.799 -0.790 0.068  -0.14
C 1.990 -2.040 0.425  0.10
C 1.273 -1.737 -0.882  -0.09
H 1.593 1.150 1.090  0.16
H 2.341 -2.841 1.012  0.09
H 1.688 -1.967 -1.789  0.06
H 0.242 -1.762 -0.842  0.06
C -3.050 0.776 0.341  -0.24
N -1.751 0.997 -0.239  -0.06
H -3.913 1.634 0.261  0.11
H -3.433 -0.052 -0.032  -0.01
H -3.056 0.580 1.495  0.10
H -1.400 1.811 0.257  0.06
H -1.942 1.231 -1.212  0.07

Model ii:
A single C5H9F2N molecule, computed with ωB97M-V/def2-TZVPD.

Computed properties:
LUMO energy (spin up / spin down): 0.59 / 0.12 eV
Multiplicity: 1
Net charge: 0
Gap between HOMO and LUMO (spin up / spin down): 8.6 / 6.7 eV

Last column: Löwdin charge in e.
Cartesian coordinates (Å):
C 0.037 0.787 -0.968  -0.18
C 0.442 -0.272 0.007  -0.63
C 1.997 -0.202 0.390  -0.16
C 0.298 -1.566 -0.603  -0.10
C -0.293 -0.056 1.327  -0.03
N -0.031 2.040 -0.716  0.09
F 2.826 -0.591 -0.634  0.00
F 2.563 1.068 0.646  -0.03
H 0.247 0.504 -2.075  0.16
H 0.472 -2.362 0.278  0.14
H 0.936 -1.682 -1.479  0.08
H -0.858 -1.533 -0.906  0.14
H 0.359 0.448 2.007  0.07
H -0.442 -1.074 1.729  0.09
H -1.183 0.463 1.103  0.07
H -0.214 2.304 0.241  0.11
H 0.222 2.797 -1.464  0.18

model ii comes first in stability; the runner-up is 3.0 kcal/mol higher.

Model i:
2 unconnected molecules or ions with the total composition CH5ClNOP, computed with ωB97M-V/def2-TZVPD.

Computed properties:
LUMO energy: 0.45 eV
Multiplicity: 1
Net charge: 0
Gap between HOMO and LUMO: 10.8 eV

Last column: Löwdin charge in e.
Cartesian coordinates (Å):
C 0.979 -1.024 0.477  -0.18
N -1.006 0.922 0.783  -0.20
O -1.709 -1.534 -0.190  -0.34
P -0.764 -0.528 0.295  0.57
Cl -0.151 1.996 -2.251  0.27
H 1.303 -1.532 -0.429  0.05
H 1.563 -0.135 0.682  0.04
H 1.043 -1.722 1.312  0.05
H 0.714 2.350 -1.378  -0.24
H -1.973 1.206 0.699  -0.01

Model ii:
2 unconnected molecules or ions with the total composition CH5ClNOP, computed with ωB97M-V/def2-TZVPD.

Computed properties:
LUMO energy (spin up / spin down): -2.89 / -2.87 eV
Multiplicity: 1
Net charge: 0
Gap between HOMO and LUMO (spin up / spin down): 4.4 / 4.4 eV

Last column: Löwdin charge in e.
Cartesian coordinates (Å):
C 0.190 0.479 -1.461  -0.19
N 0.424 -0.944 2.054  -0.16
O -0.082 -0.080 -0.179  -0.42
P 0.443 -1.435 0.472  1.06
Cl 1.937 2.843 -1.381  -0.40
H -0.823 0.918 -1.863  0.14
H 0.641 -0.168 -2.140  0.06
H 0.814 1.315 -1.394  -0.22
H -0.180 -0.219 2.302  0.03
H 0.164 -1.761 2.696  0.09

model i comes first in stability; the runner-up is 65.7 kcal/mol higher.

Model i:
2 unconnected molecules or ions with the total composition C3H7N2OS, computed with ωB97M-V/def2-TZVPD.

Computed properties:
LUMO energy: -3.52 eV
Multiplicity: 1
Net charge: +1
Gap between HOMO and LUMO: 10.0 eV

Last column: Löwdin charge in e.
Cartesian coordinates (Å):
C -1.355 0.849 -0.787  -0.15
C -0.452 1.749 -1.216  -0.26
C 0.519 -0.344 -0.494  -0.72
N 1.224 -1.417 -0.150  0.13
N -0.821 -0.370 -0.476  0.06
O 0.113 -0.018 1.958  -0.07
S 1.167 1.091 -0.953  1.19
H -2.445 1.077 -0.545  0.17
H -0.610 2.638 -1.606  0.03
H 2.231 -1.532 -0.164  0.14
H 0.882 -2.280 0.279  0.15
H 0.045 0.431 2.821  0.08
H -1.329 -1.197 -0.721  0.18
H 0.832 -0.675 2.055  0.06

Model ii:
A gas-phase ion, C3H7N2OS (charge +1), computed with ωB97M-V/def2-TZVPD.

Computed properties:
LUMO energy (spin up / spin down): -6.26 / -6.26 eV
Multiplicity: 1
Net charge: +1
Gap between HOMO and LUMO (spin up / spin down): 7.5 / 7.5 eV

Last column: Löwdin charge in e.
Cartesian coordinates (Å):
C -0.739 0.958 -0.478  -0.29
C 0.723 0.517 -0.523  -0.24
C 1.266 0.203 0.861  -0.07
N -2.810 -0.217 -0.172  -0.24
N 0.747 -0.802 0.033  -0.26
O 1.568 -1.829 -0.378  0.02
S -1.527 -0.264 0.610  1.18
H -1.239 0.928 -1.475  0.12
H -0.734 2.070 -0.288  0.14
H 1.278 0.888 -1.363  0.16
H 0.661 0.524 1.635  0.07
H 2.367 0.179 1.048  0.16
H 2.008 -2.312 0.426  0.19
H -3.570 -0.844 0.065  0.05

model i comes first in stability; the runner-up is 125.6 kcal/mol higher.

Model i:
A single C11H13NO molecule, computed with ωB97M-V/def2-TZVPD.

Computed properties:
LUMO energy: 0.71 eV
Multiplicity: 1
Net charge: 0
Gap between HOMO and LUMO: 9.1 eV

Last column: Löwdin charge in e.
Cartesian coordinates (Å):
N -0.817 1.972 1.227  0.06
C -1.512 0.895 0.477  -0.30
C -1.565 -0.607 0.990  -0.09
C -1.056 -1.415 -0.258  -0.26
C -1.771 -0.603 -1.336  -0.08
C -0.870 0.570 -0.915  -0.25
C 0.577 0.070 -0.724  -0.09
C 1.745 0.873 -0.577  -0.28
O 1.850 2.146 -0.851  0.08
C 2.765 0.223 0.268  -0.03
C 2.750 -1.124 0.444  -0.07
C 1.528 -1.886 0.105  -0.01
C 0.426 -1.183 -0.263  -0.23
H 0.195 1.776 1.114  0.07
H -1.149 2.881 0.912  0.07
H -2.551 1.185 0.210  0.14
H -1.105 -0.939 1.963  0.13
H -2.581 -0.862 1.281  0.10
H -1.194 -2.563 -0.248  0.17
H -1.532 -0.902 -2.416  0.14
H -2.919 -0.508 -1.031  0.16
H -0.871 1.377 -1.619  0.13
H 0.916 2.384 -0.658  0.11
H 3.577 0.797 0.684  0.10
H 3.694 -1.599 0.921  0.13
H 1.468 -2.959 0.301  0.10

Model ii:
A single C11H13NO molecule, computed with ωB97M-V/def2-TZVPD.

Computed properties:
LUMO energy (spin up / spin down): 0.33 / 0.33 eV
Multiplicity: 1
Net charge: 0
Gap between HOMO and LUMO (spin up / spin down): 8.2 / 8.3 eV

Last column: Löwdin charge in e.
Cartesian coordinates (Å):
C -3.379 1.064 -0.674  -0.13
C -3.843 0.002 0.124  -0.08
C -2.067 1.254 -0.806  -0.14
C -3.000 -1.031 0.481  -0.04
C -1.198 0.303 -0.267  0.07
C -1.642 -0.859 0.332  -0.30
C 2.178 -0.004 -0.653  -0.22
C 1.764 0.192 0.759  -0.24
C 1.035 -0.684 -0.071  -0.21
C 3.495 -0.660 -0.981  -0.03
C 1.208 1.553 1.353  -0.04
N 0.541 -1.919 0.033  0.10
O -0.863 -1.986 0.556  -0.02
H -4.100 1.842 -1.134  0.13
H -4.855 -0.186 0.413  0.09
H -1.642 2.077 -1.404  0.11
H -3.357 -1.748 1.114  0.08
H 1.987 0.663 -1.351  0.10
H 2.467 -0.335 1.383  0.15
H 3.453 -1.698 -0.641  0.09
H 4.282 -0.202 -0.466  0.06
H 3.823 -0.705 -1.964  0.05
H 0.744 2.267 0.685  0.05
H 2.028 2.162 1.926  0.10
H 0.380 1.145 2.063  0.10
H 0.562 -2.508 -0.810  0.16

model i comes first in stability; the runner-up is 110.7 kcal/mol higher.